C47H31Br2F4HgN6OPS as an isolated structure, computed with wB97M-V/def2-TZVPD.

Computed properties:
spin multiplicity = 2
net charge = -1
⟨S²⟩ = 0.776
electronic energy = -8653.8855 Ha
HOMO-LUMO gap (alpha / beta) = 4.906 / 5.390 eV
LUMO (alpha / beta) = 1.416 / 1.415 eV
energy relative to the best compared isomer or geometry (same formula, charge and spin) = 0.000 eV

The geometry in XYZ format:
```
94
C47H31Br2F4HgN6OPS, DFT wB97M-V/def2-TZVPD
Hg -0.07264 -1.90223 -0.76494
Br 1.65275 -2.51711 6.78660
C 1.47337 -2.12194 4.93366
C 2.56995 -1.59170 4.22945
C 2.44545 -1.27418 2.91105
C 1.21138 -1.43445 2.19155
O 1.13204 -1.00335 1.00231
C 0.13100 -2.03196 2.91962
C -1.16258 -2.32695 2.39012
N -1.60081 -2.16943 1.18431
C -2.94801 -2.44919 0.90173
C -3.92238 -2.70799 1.83965
C -5.25671 -2.96792 1.47627
C -5.64343 -2.96085 0.16833
C -4.68890 -2.66643 -0.83217
C -5.02421 -2.60842 -2.20619
C -4.07219 -2.30072 -3.13119
C -2.76346 -2.03458 -2.67688
N -2.43571 -2.07737 -1.41281
C -3.35172 -2.40071 -0.47303
C 0.29443 -2.34536 4.28913
H 3.50959 -1.43607 4.74344
H 3.27156 -0.84853 2.35716
H -1.82868 -2.74765 3.14904
H -3.68412 -2.69739 2.89276
H -5.97903 -3.16747 2.25718
H -6.66641 -3.16475 -0.11892
H -6.04576 -2.81313 -2.50277
H -4.29550 -2.25156 -4.18694
H -1.96809 -1.78246 -3.37039
H -0.54782 -2.75615 4.83211
S 0.74531 -3.96613 -1.85837
C 1.92609 -3.09062 -2.86015
N 2.80769 -3.85945 -3.44832
N 3.79416 -3.20123 -4.17172
C 4.68205 -2.26478 -3.71155
C 5.65221 -1.77880 -4.60234
C 6.59145 -0.85041 -4.19849
C 6.60122 -0.37138 -2.89370
C 5.65045 -0.86011 -2.00721
C 4.70299 -1.78978 -2.39394
N 1.95885 -1.74781 -3.06100
N 1.03338 -0.98994 -2.52540
C 1.12490 0.35105 -2.86912
C 2.30547 0.96209 -3.31755
C 2.30951 2.31604 -3.60118
C 1.16167 3.09076 -3.46513
C -0.01374 2.48097 -3.04222
C -0.02847 1.13092 -2.74629
H 4.11000 -3.75162 -4.95403
H 5.64613 -2.13230 -5.62699
H 7.32065 -0.49181 -4.91484
H 7.32972 0.36205 -2.57745
H 5.63980 -0.50916 -0.98231
H 3.97849 -2.15013 -1.67852
H 3.19891 0.36198 -3.41552
H 3.23093 2.77810 -3.93419
H 1.18203 4.14765 -3.69243
H -0.92358 3.06108 -2.93936
H -0.93688 0.64390 -2.41693
F -3.34154 6.48790 -1.01675
C -2.84711 5.34247 -0.53767
C -2.01838 5.34808 0.56986
F -1.72637 6.50329 1.17594
C -1.51696 4.14911 1.05531
F -0.78358 4.23146 2.17105
C -1.78863 2.92596 0.46119
P -0.97756 1.33348 0.99861
C -1.99324 1.00968 2.49863
C -1.50865 0.72710 3.77176
C -2.37131 0.37276 4.80001
C -3.73544 0.28956 4.57655
C -4.23039 0.54244 3.30482
C -3.36773 0.88545 2.27917
C 0.67894 1.96795 1.46635
C 1.20838 2.23584 2.72261
C 2.53705 2.60637 2.86279
C 3.35693 2.72388 1.75181
C 2.83597 2.47620 0.49098
C 1.51321 2.09263 0.35559
C -2.65838 2.94842 -0.63464
Br -3.23474 1.37438 -1.51308
C -3.17699 4.13282 -1.12867
F -4.00106 4.15677 -2.18169
H -0.44836 0.71831 3.97087
H -1.96338 0.15338 5.77796
H -4.40599 0.01739 5.38093
H -5.28893 0.45280 3.10124
H -3.77345 1.04588 1.28942
H 0.59552 2.20921 3.61084
H 2.92809 2.80318 3.85223
H 4.39605 3.00322 1.86846
H 3.45573 2.54818 -0.39189
H 1.13761 1.86130 -0.63356
```

Here are the Löwdin charges for atoms 1 to 6, given in e: 0.914, 0.671, -0.708, -0.128, -0.003, -0.384